{
  "formula": "C62H49NO2P2PdS",
  "method": "ωB97M-V with the def2-TZVPD basis set",
  "homo_ev": [-5.7, -6.8],
  "spin_multiplicity": 3,
  "total_charge": 0,
  "largest_force_ev_per_a": 0.41,
  "symbols": ["Pd", "O", "S", "C", "C", "C", "C", "C", "C", "C", "C", "C", "C", "P", "C", "C", "C", "C", "C", "C", "C", "C", "C", "C", "C", "C", "C", "C", "C", "C", "C", "C", "C", "C", "C", "C", "C", "C", "P", "C", "C", "C", "C", "C", "C", "C", "C", "C", "C", "C", "C", "C", "C", "H", "H", "H", "H", "H", "H", "H", "H", "H", "H", "H", "H", "H", "H", "H", "H", "H", "H", "H", "H", "H", "H", "H", "H", "H", "H", "H", "H", "H", "H", "H", "H", "H", "H", "H", "H", "C", "C", "C", "C", "C", "C", "N", "C", "C", "C", "C", "C", "C", "H", "H", "H", "H", "H", "H", "H", "H", "H", "H", "C", "C", "O", "H", "H", "H"],
  "coordinates": [[-0.200, 1.030, -0.354], [-0.857, -1.856, 1.143], [0.468, -1.449, 0.582], [0.958, -2.891, -0.336], [1.788, -3.858, 0.164], [2.080, -5.049, -0.535], [1.445, -5.264, -1.719], [1.490, -6.446, -2.658], [0.403, -6.145, -3.721], [-0.127, -4.781, -3.352], [-1.122, -4.029, -3.896], [-1.387, -2.772, -3.321], [-0.724, -2.234, -2.235], [-1.166, -0.438, -1.939], [-0.891, 0.272, -3.612], [0.310, 0.944, -3.835], [0.606, 1.483, -5.080], [-0.308, 1.379, -6.116], [-1.520, 0.734, -5.902], [-1.806, 0.181, -4.663], [-2.973, -0.544, -1.749], [-3.514, -1.595, -1.004], [-4.882, -1.673, -0.801], [-5.724, -0.701, -1.327], [-5.189, 0.367, -2.031], [-3.817, 0.451, -2.234], [0.260, -3.063, -1.581], [0.531, -4.301, -2.203], [1.573, -1.283, 1.961], [2.917, -1.546, 1.894], [3.747, -1.499, 3.040], [3.171, -1.231, 4.248], [3.742, -1.182, 5.647], [2.553, -0.747, 6.551], [1.398, -0.539, 5.597], [0.130, -0.071, 5.786], [-0.670, 0.168, 4.644], [-0.282, -0.126, 3.355], [-1.165, 0.740, 1.980], [-1.086, 2.410, 2.737], [-2.152, 3.100, 3.305], [-1.953, 4.355, 3.867], [-0.691, 4.931, 3.875], [0.380, 4.245, 3.318], [0.181, 2.994, 2.753], [-2.905, 0.220, 2.140], [-3.904, 0.996, 1.550], [-5.238, 0.643, 1.697], [-5.589, -0.502, 2.399], [-4.594, -1.305, 2.941], [-3.259, -0.944, 2.817], [0.981, -0.774, 3.163], [1.808, -0.871, 4.292], [2.226, -3.721, 1.141], [2.764, -5.771, -0.104], [1.294, -7.377, -2.125], [2.478, -6.543, -3.110], [-0.397, -6.886, -3.700], [0.810, -6.147, -4.733], [-1.702, -4.364, -4.748], [-2.175, -2.188, -3.776], [1.009, 1.076, -3.021], [1.545, 2.003, -5.226], [-0.086, 1.809, -7.086], [-2.248, 0.666, -6.701], [-2.770, -0.289, -4.513], [-2.862, -2.347, -0.575], [-5.291, -2.490, -0.219], [-6.794, -0.765, -1.166], [-5.836, 1.142, -2.426], [-3.414, 1.288, -2.791], [3.362, -1.827, 0.946], [4.805, -1.717, 2.938], [4.572, -0.476, 5.707], [4.135, -2.157, 5.941], [2.778, 0.171, 7.096], [2.317, -1.507, 7.297], [-0.246, 0.195, 6.767], [-1.617, 0.677, 4.793], [-3.142, 2.666, 3.309], [-2.794, 4.886, 4.300], [-0.543, 5.911, 4.311], [1.370, 4.687, 3.313], [1.020, 2.466, 2.310], [-3.632, 1.884, 0.996], [-6.003, 1.264, 1.248], [-6.631, -0.776, 2.516], [-4.855, -2.213, 3.472], [-2.489, -1.579, 3.239], [5.016, -1.083, -0.950], [5.147, 0.110, -0.242], [4.096, 1.007, -0.165], [2.869, 0.745, -0.800], [2.754, -0.457, -1.505], [3.811, -1.358, -1.577], [1.804, 1.659, -0.692], [2.132, 2.981, -1.025], [3.059, 3.294, -2.034], [3.301, 4.610, -2.393], [2.640, 5.655, -1.758], [1.730, 5.361, -0.752], [1.483, 4.047, -0.386], [5.843, -1.780, -1.013], [6.081, 0.340, 0.261], [4.208, 1.930, 0.391], [1.828, -0.670, -2.019], [3.681, -2.281, -2.134], [3.578, 2.492, -2.546], [4.012, 4.824, -3.184], [2.836, 6.682, -2.042], [1.207, 6.161, -0.240], [0.777, 3.828, 0.399], [-1.188, 3.461, -2.162], [-1.353, 2.764, -0.818], [-2.104, 3.239, 0.003], [-1.721, 4.415, -2.152], [-1.576, 2.820, -2.954], [-0.128, 3.617, -2.373]],
  "forces_ev_per_a": [[0.33, 0.09, 0.24], [-0.16, 0.00, 0.11], [0.11, -0.08, -0.19], [0.01, 0.01, -0.03], [0.05, -0.05, -0.01], [-0.01, 0.01, 0.04], [0.02, 0.01, 0.02], [-0.01, 0.02, 0.01], [-0.01, 0.01, 0.01], [-0.01, -0.01, -0.02], [-0.03, 0.03, 0.01], [-0.01, -0.02, -0.02], [0.13, -0.04, -0.08], [-0.18, 0.01, 0.18], [-0.05, -0.04, -0.09], [0.00, -0.03, -0.08], [0.00, -0.02, 0.06], [-0.03, 0.00, -0.04], [0.02, 0.02, -0.01], [-0.02, 0.05, 0.03], [0.00, -0.13, 0.00], [-0.02, 0.02, -0.04], [0.00, 0.00, 0.00], [0.01, -0.02, 0.03], [0.03, 0.02, -0.01], [-0.07, 0.00, 0.01], [0.00, -0.05, 0.01], [-0.02, 0.01, 0.03], [-0.07, 0.04, 0.11], [0.08, -0.05, 0.00], [0.00, -0.03, 0.01], [0.04, -0.01, -0.03], [-0.02, 0.00, -0.02], [0.00, 0.01, -0.03], [-0.01, 0.00, -0.01], [-0.01, 0.00, -0.02], [0.02, 0.00, 0.08], [0.18, -0.07, -0.09], [-0.33, -0.07, -0.16], [-0.03, 0.08, 0.03], [0.07, 0.00, 0.00], [-0.02, -0.02, -0.01], [-0.01, 0.01, 0.00], [0.01, -0.02, 0.00], [-0.02, 0.02, 0.00], [0.05, 0.02, 0.14], [-0.02, -0.02, 0.04], [0.01, 0.01, -0.03], [0.03, 0.01, 0.00], [0.02, 0.01, 0.01], [0.01, -0.07, 0.01], [-0.02, -0.01, -0.01], [0.00, 0.03, 0.02], [0.01, 0.03, 0.01], [-0.03, 0.01, -0.02], [0.00, 0.00, 0.00], [0.01, 0.01, 0.00], [0.01, 0.00, 0.00], [0.00, 0.00, -0.01], [0.03, 0.02, 0.02], [0.01, 0.02, -0.03], [0.03, 0.02, 0.07], [-0.03, -0.01, 0.00], [-0.01, -0.01, 0.04], [0.02, 0.00, 0.02], [0.04, -0.03, -0.01], [-0.01, 0.03, -0.02], [0.01, 0.04, -0.02], [0.02, 0.00, -0.02], [0.02, -0.03, 0.02], [0.01, 0.01, 0.05], [-0.05, 0.02, 0.08], [-0.05, 0.01, 0.01], [-0.02, 0.00, -0.01], [0.00, 0.00, 0.00], [0.00, 0.00, 0.00], [-0.01, -0.01, -0.01], [0.02, 0.00, -0.03], [0.02, -0.01, -0.02], [-0.02, 0.00, -0.01], [0.02, -0.01, -0.01], [0.00, -0.02, -0.01], [-0.04, -0.03, 0.00], [0.01, -0.01, -0.01], [0.00, 0.03, -0.04], [0.00, -0.01, 0.01], [0.02, 0.01, -0.02], [0.00, 0.02, -0.01], [-0.03, 0.06, -0.02], [0.00, -0.01, -0.03], [-0.03, 0.05, 0.03], [0.07, -0.07, -0.03], [0.01, 0.13, 0.09], [0.02, 0.05, 0.07], [-0.02, 0.02, -0.02], [0.29, 0.02, -0.22], [-0.04, 0.04, 0.08], [-0.04, -0.01, -0.01], [0.01, -0.01, -0.02], [0.01, 0.02, -0.01], [0.00, -0.04, 0.05], [0.17, 0.02, -0.10], [-0.03, 0.02, 0.00], [-0.04, -0.01, -0.02], [-0.01, -0.01, -0.01], [-0.07, -0.04, -0.05], [0.00, 0.04, 0.02], [0.00, 0.01, 0.00], [-0.02, -0.02, 0.02], [-0.01, -0.04, 0.01], [0.01, -0.04, -0.02], [-0.11, -0.04, 0.10], [0.08, 0.02, 0.02], [-0.20, 0.31, -0.01], [0.05, -0.15, -0.12], [0.03, -0.03, -0.01], [-0.06, -0.03, -0.02], [-0.08, -0.01, -0.02]]
}